(1)
Molecular formula: C29H35CrN7P2
Method: DFT, ωB97M-V/def2-TZVPD

Geometry (Å):
Cr 0.4421 1.3636 2.8412
C 2.2626 -4.0468 1.5803
C 2.2029 -2.8415 0.9935
C 1.1139 -2.2606 0.1525
C 0.0133 -1.4758 0.8788
C -0.9565 -2.2272 1.7472
C -0.8420 -3.4882 2.0905
C -0.2557 -4.5305 1.1775
C 1.1884 -5.0528 1.4150
C 1.7794 1.8610 4.5867
H 3.0637 -4.3074 2.2735
H 3.0993 -2.2178 1.0628
H 0.6629 -3.0143 -0.5242
H 1.6466 -1.4828 -0.4435
H 0.4607 -0.6600 1.4854
H -0.5921 -0.9164 0.1483
H -1.8066 -1.6292 2.1369
H -1.4220 -3.9057 2.9481
H -0.3740 -4.2968 0.1063
H -0.9063 -5.3986 1.2987
H 1.2148 -5.7495 2.2671
H 1.4520 -5.7100 0.5647
H 1.2839 1.4359 5.4941
H 2.2120 2.8144 4.9966
H 2.7136 1.2537 4.4838
P -1.1509 1.6329 0.7278
P 1.4027 0.0911 -2.0288
N -2.9514 1.0797 0.5957
N -1.6060 3.3154 0.7437
N 0.5824 -0.4642 -3.4710
N 2.6961 0.8412 -3.0251
C -0.9275 1.4149 -1.0662
C 0.5023 1.6550 -1.6056
C -3.7224 0.6975 1.6824
C -5.0517 0.5568 1.2846
C -5.1206 0.8857 -0.1001
C -3.8179 1.2006 -0.4928
C -1.1356 4.2021 1.7093
C -1.6669 5.4554 1.4307
C -2.5061 5.3384 0.2692
C -2.4510 4.0038 -0.1446
C 0.8531 -1.7288 -4.0378
C -0.0233 -1.9714 -5.0821
C -0.8342 -0.7858 -5.2178
C -0.4932 0.0917 -4.1844
C 2.9997 1.0047 -4.3913
C 3.9310 2.0329 -4.5069
C 4.2490 2.4775 -3.1871
C 3.5152 1.7163 -2.3027
H -1.5876 2.1146 -1.6025
H -1.3121 0.4196 -1.3310
H 0.4644 2.3147 -2.5031
H 1.1143 2.1555 -0.8262
H -3.2371 0.5298 2.6403
H -5.8868 0.2473 1.9143
H -6.0002 0.8953 -0.7392
H -3.4729 1.4642 -1.4832
H -0.4600 3.8423 2.4761
H -1.4691 6.3566 1.9729
H -3.0485 6.1298 -0.1965
H -2.9134 3.5347 -0.9950
H 1.6388 -2.3237 -3.6104
H -0.1120 -2.9207 -5.6169
H -1.5878 -0.6102 -5.9726
H -0.9458 1.0368 -3.9142
H 2.5593 0.3798 -5.1618
H 4.3275 2.4711 -5.4050
H 4.9141 3.2732 -2.9192
H 3.4627 1.7166 -1.2264
N 0.7331 -0.2885 3.8202
C 1.0387 -1.2432 4.4708
N 0.9763 -2.4757 4.8534
C 1.6897 -3.2247 5.6598
N 2.1847 -4.0549 6.3348

Summary:
LUMO energy (alpha / beta)	-0.0597 / -0.0594	Ha
frontier orbital gap (alpha / beta)	0.2474 / 0.2536	hartree
2S+1	5
electronic energy	-88063.3099	eV

Results of the Löwdin charge analysis, in e, for atoms 1 through 2:
1 Cr 0.5979
2 C -0.1071


(2)
Molecular formula: C29H35F5FeN4P2
Method: DFT, ωB97M-V/def2-TZVPD

Geometry (Å):
Fe -0.2856 4.0668 -3.8432
C 3.6985 0.0015 -0.1856
C 3.9898 0.9819 -1.0604
C 3.8240 0.8377 -2.5545
C 2.5545 0.0455 -2.8829
C 2.7931 -1.3781 -3.2622
C 3.8724 -2.0488 -2.8503
C 4.7646 -1.7450 -1.6902
C 4.0789 -1.4398 -0.3526
C -1.8965 2.8923 -4.2596
H 3.1756 0.2073 0.7570
H 4.1935 2.0053 -0.7719
H 4.6766 0.3185 -2.9743
H 3.7616 1.8245 -3.0520
H 1.8859 0.0767 -2.0154
H 1.9830 0.5900 -3.6519
H 1.9661 -1.8425 -3.8026
H 4.2569 -2.8671 -3.4645
H 5.4896 -0.9624 -1.9386
H 5.3355 -2.6695 -1.5144
H 3.2330 -2.1169 -0.1614
H 4.7868 -1.7450 0.4401
H -1.5468 2.1937 -3.4728
H -2.4334 2.3310 -5.0208
H -2.4675 3.7807 -3.8804
P 0.2219 2.5904 -5.8403
P 1.8621 5.1145 -3.3700
N 1.3375 1.2426 -6.6758
N -0.2877 3.1054 -7.4842
N 3.7933 4.7081 -3.7274
N 2.2408 6.8602 -3.5495
C 1.6452 3.6549 -5.7841
C 1.2654 4.9646 -5.1143
C 1.0425 -0.1068 -6.7115
C 1.9455 -0.7687 -7.5516
C 2.8168 0.2258 -8.0852
C 2.4094 1.4404 -7.5368
C -1.6144 3.0212 -7.8913
C -1.7270 3.5149 -9.1873
C -0.4139 3.9043 -9.6119
C 0.4511 3.6125 -8.5557
C 4.8524 4.7568 -2.8132
C 6.0773 4.5667 -3.4781
C 5.7697 4.2974 -4.8344
C 4.3893 4.4652 -4.9682
C 3.3964 7.5506 -3.9499
C 3.0782 8.8896 -4.1636
C 1.6700 9.0310 -3.9069
C 1.1848 7.7839 -3.5456
H 2.0883 3.8864 -6.7490
H 2.3897 3.1210 -5.1886
H 1.6142 5.8318 -5.7018
H 0.1092 5.0874 -5.0715
H 0.2225 -0.4977 -6.1325
H 1.9642 -1.8250 -7.7794
H 3.6210 0.1070 -8.8034
H 2.8596 2.4062 -7.6984
H -2.3470 2.6157 -7.2116
H -2.6385 3.5975 -9.7761
H -0.1341 4.3645 -10.5551
H 1.5234 3.7326 -8.5293
H 4.6611 4.9341 -1.7653
H 7.0803 4.6200 -3.0789
H 6.4532 3.9680 -5.6034
H 3.8179 4.4338 -5.8689
H 4.3328 7.0268 -4.0868
H 3.7697 9.6637 -4.4722
H 1.0974 9.9461 -3.9996
H 0.1807 7.4506 -3.3134
F -1.2200 5.1143 -1.2391
C -1.1150 3.8485 -1.7660
F 0.0592 3.2650 -1.2755
C -2.3844 3.0948 -1.2187
F -2.3665 3.0561 0.1313
F -3.4770 3.8224 -1.6076
F -2.5733 1.8015 -1.6144

Summary:
LUMO energy (alpha / beta)	-0.0397 / -0.0734	Ha
frontier orbital gap (alpha / beta)	0.2574 / 0.2256	hartree
2S+1	5
electronic energy	-103142.8933	eV

Results of the Löwdin charge analysis, in e, for atoms 1 through 2:
1 Fe 0.4211
2 C -0.1175


(3)
Molecular formula: C29H35F5N3OSTeTi
Method: DFT, ωB97M-V/def2-TZVPD

Geometry (Å):
Ti -2.0346 1.9886 -0.3098
N -3.9541 2.3405 -1.2727
C -5.1805 2.4293 -0.4401
C -4.8856 2.9492 0.9705
C -4.2598 1.9124 1.9126
N -2.7887 1.8266 1.7192
H -3.6479 3.2753 -1.5373
H -4.1251 1.8280 -2.1305
H -5.6170 1.4311 -0.3754
H -5.9212 3.0772 -0.9089
H -5.8180 3.3091 1.4041
H -4.2072 3.8056 0.8937
H -4.6822 0.9267 1.7136
H -4.4988 2.1736 2.9431
H -2.4141 0.9688 2.1150
H -2.3186 2.5965 2.1871
F -3.9494 -3.3903 -3.5297
C -3.1837 -2.3426 -3.2205
C -3.3239 -1.7043 -2.0072
F -4.1972 -2.1561 -1.0989
C -2.5489 -0.5964 -1.7321
F -2.6660 -0.0411 -0.4646
C -1.6896 -0.0021 -2.6469
S -0.9586 1.5650 -2.4078
C -1.5244 -0.7226 -3.8345
F -0.6756 -0.2699 -4.7563
C -2.2440 -1.8666 -4.1173
F -2.0640 -2.5103 -5.2703
C 0.3478 4.9985 -0.0861
C -0.6194 3.8582 0.0026
O -1.8529 4.0292 -0.4293
N -0.3540 2.6707 0.4519
Te 0.6287 0.5314 1.1627
C 1.4493 -0.1824 -0.6732
C 1.1940 -1.5093 -1.0543
C 0.2466 -2.4274 -0.3226
C 1.8582 -2.0238 -2.1668
C 2.7485 -1.2654 -2.9113
C 3.4846 -1.8545 -4.0871
C 2.9330 0.0611 -2.5501
C 2.2933 0.6214 -1.4501
C 2.5185 2.0847 -1.1737
C 1.7915 -0.9852 2.2934
C 1.1579 -1.9348 3.1108
C -0.3452 -2.0841 3.2111
C 1.9182 -2.8113 3.8888
C 3.3013 -2.7676 3.8927
C 4.1139 -3.7040 4.7517
C 3.9202 -1.8014 3.1091
C 3.1954 -0.9092 2.3257
C 3.9670 0.1200 1.5322
H 0.9699 4.8630 -0.9738
H 0.9956 5.0076 0.7884
H -0.1875 5.9422 -0.1824
H -0.6123 -1.8815 0.0682
H 0.7459 -2.9047 0.5234
H -0.1138 -3.2075 -0.9960
H 1.6740 -3.0556 -2.4535
H 3.3524 -2.9352 -4.1313
H 4.5523 -1.6403 -4.0213
H 3.1201 -1.4296 -5.0252
H 3.5973 0.6869 -3.1397
H 3.5602 2.3582 -1.3484
H 2.2435 2.3501 -0.1552
H 1.8929 2.6765 -1.8482
H -0.8688 -1.4245 2.5218
H -0.6807 -1.8566 4.2264
H -0.6477 -3.1098 2.9881
H 1.4067 -3.5472 4.5050
H 3.5235 -4.5683 5.0565
H 4.4548 -3.1971 5.6576
H 4.9976 -4.0573 4.2190
H 5.0047 -1.7291 3.1139
H 4.9336 0.3125 2.0003
H 3.4172 1.0580 1.4685
H 4.1510 -0.2266 0.5116

Summary:
LUMO energy (alpha / beta)	-0.0049 / -0.0046	Ha
frontier orbital gap (alpha / beta)	0.2464 / 0.2470	hartree
2S+1	2
electronic energy	-91990.8021	eV

Results of the Löwdin charge analysis, in e, for atoms 1 through 2:
1 Ti 0.6792
2 N -0.0469